Density functional theory data (wB97M-V/def2-TZVPD) for C5H29NO11 as an isolated structure in a non-equilibrium geometry.

Summary:
2S+1 = 1
gap between HOMO and LUMO = 7.97 eV
total charge = -2
LUMO = 5.407 eV
relative energy (zero: lowest compared OMol25 entry of this formula, charge and spin) = 281.6 kJ/mol
HOMO energy = -2.6 eV

Each line ends with the Mulliken charge.
Element x y z (Å)
C  -0.01995  -2.05917  0.55060  -0.881
O  -0.31631  -2.59962  -0.63913  -0.559
C  -1.01977  -0.86558  0.98138  0.400
C  -0.79897  -0.73761  2.48922  -1.214
C  -0.96998  0.58737  3.14212  -0.303
C  0.25160  1.10973  3.86034  -1.019
O  0.98833  1.92872  3.02732  -0.883
N  -0.39281  0.34800  0.35959  -0.046
H  0.28520  -2.91045  1.30856  0.235
H  0.93399  -1.39284  0.34637  0.310
H  -2.00117  -0.88054  0.62690  0.550
H  -1.44982  -1.47241  3.09729  0.343
H  0.19241  -1.05976  2.69137  0.398
H  -1.37890  1.45211  2.51357  0.130
H  -1.85320  0.50858  3.79199  0.554
H  0.89489  0.50765  4.41973  0.372
H  -0.21416  1.80759  4.62075  0.255
H  -0.01920  0.22184  -0.54334  -0.059
H  0.17085  0.82152  1.07302  0.053
H  2.03323  3.07073  0.39357  0.264
H  1.66803  2.03533  1.51755  0.422
O  1.67130  2.26244  0.55102  -0.639
H  -2.22982  -1.01194  -2.60672  0.278
H  -1.70964  -0.68419  -4.13466  0.488
O  -2.21108  -1.28040  -3.51171  -0.792
H  1.03485  -0.29103  -2.15923  0.167
H  -0.18904  -2.01791  -1.45466  0.434
O  0.55773  -0.91206  -2.48189  -0.974
H  -2.22806  1.23266  -1.28200  0.289
H  -3.36567  0.99873  -2.33873  0.327
O  -3.08733  0.85204  -1.39381  -0.661
H  -0.14804  -2.32285  -3.55427  0.391
H  0.74335  -3.49813  -3.35854  0.383
O  0.02866  -3.21768  -3.95192  -0.707
H  2.67448  2.50894  3.32950  0.381
H  3.01441  1.12676  3.32351  0.282
O  3.52426  1.93569  3.07823  -0.741
H  -0.00845  -0.34608  -4.67054  0.364
H  -0.40561  -0.21596  -3.20186  0.343
O  -0.72785  0.20453  -4.31229  -0.897
H  2.29901  -1.66198  -4.18857  0.281
H  1.98971  -1.99886  -2.70122  0.365
O  2.53290  -2.26849  -3.54526  -0.693
H  -0.77055  3.02587  1.12830  0.321
H  0.40007  3.34674  2.18178  0.440
O  -0.37386  3.81197  1.62675  -0.750

Atomic forces in eV per Å
1.9 2.0 0.6
-1.3 -2.0 -2.6
4.3 0.1 0.4
-2.1 -1.5 0.2
-1.9 1.3 0.2
-2.0 4.4 -0.2
0.7 0.0 -0.3
-2.2 0.5 2.4
-1.1 1.6 -1.1
-1.1 -1.4 1.2
-1.7 -0.9 -0.3
0.8 0.6 -1.3
1.2 -0.4 0.0
1.1 -1.3 0.3
0.4 -0.1 0.6
0.8 -2.1 0.8
0.3 -0.5 0.2
0.8 -0.2 -0.6
0.1 -0.1 -1.2
1.5 3.4 -0.3
0.0 0.3 -0.3
-1.0 -3.9 0.0
0.1 0.6 0.6
-0.3 0.3 0.7
-2.5 -2.8 -0.3
5.1 6.6 3.5
0.3 0.0 1.5
-5.9 -5.6 -3.1
1.0 0.4 0.2
0.8 -0.3 1.4
-1.7 -0.2 -1.4
-0.3 -1.2 -0.7
-0.1 -0.1 -0.6
-0.2 0.6 0.7
1.9 -1.3 -1.0
0.8 0.4 -0.6
-2.1 0.7 1.6
-0.3 0.6 -0.4
0.9 0.5 -1.7
2.6 0.7 0.8
-1.1 1.8 -1.7
1.0 -0.2 -2.6
0.9 -1.8 4.1
1.1 1.5 1.0
-2.5 0.5 -1.2
0.7 -1.8 0.4